(1)
{
  "formula": "FNO4S",
  "method": "ωB97M-V/def2-TZVPD",
  "lumo_energy_ev": -1.19,
  "e_above_lowest_kj_mol": 149.33,
  "fmax_ev_per_a": 2.9,
  "mol_weight_g_mol": 129.07,
  "symbols": ["N", "O", "O", "O", "O", "F", "S"],
  "positions_angstrom": [[-1.36264, -0.11764, 0.01818], [-0.41396, 0.02234, 0.66101], [-1.78595, -0.81981, -0.77540], [2.27544, -1.14218, 0.37600], [1.65858, 0.80243, -0.96044], [-2.37216, 0.99063, 0.34937], [2.00070, 0.26423, 0.33129]],
  "mulliken_charge": [1.140, -0.455, -0.394, -0.382, -0.403, -0.304, 0.798]
}

---

(2)
{
  "formula": "C17H19N6NaO3S3",
  "method": "ωB97M-V/def2-TZVPD",
  "lumo_energy_ev": 3.31,
  "charge": -2,
  "e_above_lowest_kj_mol": 14.90,
  "fmax_ev_per_a": 0.5,
  "mol_weight_g_mol": 474.57,
  "symbols": ["Na", "S", "C", "S", "C", "C", "N", "C", "N", "N", "C", "C", "C", "C", "C", "C", "S", "O", "O", "O", "H", "H", "H", "H", "H", "H", "C", "C", "N", "C", "N", "C", "C", "C", "N", "C", "H", "H", "H", "H", "H", "H", "H", "H", "H", "H", "H", "H", "H"],
  "positions_angstrom": [[-0.18048, 0.56663, -0.49224], [-0.33087, 1.04927, -3.06212], [1.35754, 1.34494, -2.86539], [2.27432, 0.55194, -1.63503], [1.99748, 2.23080, -3.74467], [3.40150, 2.41252, -3.75598], [4.54409, 2.56971, -3.83624], [1.28210, 3.00707, -4.69006], [0.74707, 3.67855, -5.46402], [0.24475, 0.42660, 2.04711], [0.62547, 1.49637, 2.90265], [1.88180, 2.08459, 2.79735], [2.21868, 3.15673, 3.61474], [1.31136, 3.64251, 4.54104], [0.06352, 3.05229, 4.65392], [-0.28047, 1.98370, 3.84152], [1.70214, 5.04328, 5.60893], [2.84303, 5.68962, 4.97503], [2.00598, 4.43880, 6.90556], [0.47434, 5.83265, 5.60650], [-0.43139, -0.18640, 2.47916], [1.03795, -0.11288, 1.72264], [2.58756, 1.69900, 2.06865], [3.19016, 3.62877, 3.54589], [-0.62707, 3.44557, 5.38893], [-1.25433, 1.51169, 3.93261], [0.31329, -3.44176, -3.76915], [1.37106, -2.94136, -2.81043], [0.78467, -2.59371, -1.51515], [-0.55130, -2.73498, -1.23633], [-1.10890, -1.97892, -0.33505], [-2.50905, -2.21141, -0.02332], [-3.28020, -2.76900, -1.20718], [-2.58053, -4.05464, -1.60372], [-1.18913, -3.77466, -1.89294], [-0.56194, -4.43164, -3.02481], [0.77958, -3.90739, -4.63828], [-0.29580, -2.59755, -4.10181], [1.85332, -2.04854, -3.20952], [2.14625, -3.70252, -2.66357], [1.14700, -1.69955, -1.19302], [-2.94279, -1.26318, 0.30279], [-2.59524, -2.90942, 0.82265], [-3.21021, -2.05803, -2.03428], [-4.33064, -2.94901, -0.97070], [-3.04366, -4.49860, -2.48713], [-2.66469, -4.78374, -0.78610], [-1.34986, -4.81940, -3.67404], [0.04642, -5.28684, -2.69706]],
  "mulliken_charge": [0.486, -0.554, 0.618, -0.563, -0.037, 0.146, -0.625, 0.108, -0.621, -0.446, 0.867, -0.322, -0.593, -0.118, -0.644, -0.591, 1.262, -0.712, -0.695, -0.707, 0.163, 0.255, 0.299, 0.437, 0.342, 0.250, -0.627, -0.465, -0.193, 0.425, -0.397, -0.709, -0.672, -0.662, 0.190, -0.677, 0.388, 0.272, 0.199, 0.333, 0.031, 0.347, 0.284, 0.281, 0.364, 0.377, 0.260, 0.393, 0.254]
}

---

(3)
{
  "formula": "Br3O3P",
  "method": "ωB97M-V/def2-TZVPD",
  "lumo_energy_ev": -1.72,
  "e_above_lowest_kj_mol": 0.00,
  "fmax_ev_per_a": 2.2,
  "mol_weight_g_mol": 318.68,
  "symbols": ["O", "O", "O", "P", "Br", "Br", "Br"],
  "positions_angstrom": [[0.56927, -0.00931, -1.79306], [-1.31131, 0.78593, -0.20437], [0.25711, -0.91748, 0.63962], [0.16435, 0.26143, -0.43443], [-2.63754, -0.16417, 0.58948], [1.67185, -2.02348, 0.56140], [1.28630, 2.06707, 0.64135]],
  "mulliken_charge": [-0.494, -0.287, -0.268, 0.940, 0.183, 0.129, -0.202]
}

---

(4)
{
  "formula": "C22H41F12MgN3O4P2",
  "method": "ωB97M-V/def2-TZVPD",
  "lumo_energy_ev": -0.26,
  "fmax_ev_per_a": 4.2,
  "mol_weight_g_mol": 725.82,
  "symbols": ["Mg", "P", "F", "F", "F", "F", "F", "F", "P", "F", "F", "F", "F", "F", "F", "C", "C", "N", "H", "H", "H", "C", "C", "N", "H", "H", "H", "C", "C", "N", "H", "H", "H", "C", "C", "C", "O", "C", "H", "H", "H", "H", "H", "H", "H", "H", "C", "C", "C", "O", "C", "H", "H", "H", "H", "H", "H", "H", "H", "C", "C", "C", "O", "C", "H", "H", "H", "H", "H", "H", "H", "H", "C", "C", "C", "O", "C", "H", "H", "H", "H", "H", "H", "H", "H"],
  "positions_angstrom": [[1.86544, -10.78082, 18.74162], [1.90215, -10.72528, 15.40521], [0.34848, -10.82274, 15.78697], [2.27868, -10.48907, 16.95931], [2.09154, -12.37569, 15.47717], [3.49269, -10.63497, 14.96541], [1.58947, -10.86730, 13.80313], [1.71280, -9.08680, 15.41884], [3.80954, -13.43103, 19.54015], [4.35142, -14.41981, 20.68491], [2.45278, -14.34714, 19.44852], [3.26902, -12.56984, 20.82173], [3.19281, -12.23989, 18.63428], [5.17067, -12.45399, 19.65574], [4.42912, -14.37359, 18.32454], [-1.69390, -12.77157, 14.05075], [-2.71022, -12.36904, 15.00933], [-3.50977, -12.03817, 15.72615], [-1.22090, -13.58968, 14.59395], [-0.96439, -12.01038, 13.77417], [-2.02229, -13.10034, 13.06476], [-0.55790, -14.41723, 17.13293], [-0.00104, -13.18451, 17.80419], [0.43704, -12.26450, 18.37998], [-0.11273, -14.44435, 16.13836], [-1.64179, -14.48570, 17.04027], [-0.08328, -15.27709, 17.60568], [3.27934, -13.67053, 12.33621], [2.25095, -14.46198, 11.62482], [1.41962, -15.02891, 11.06299], [3.45467, -14.13483, 13.30667], [3.01652, -12.63515, 12.55303], [4.20517, -13.76801, 11.76925], [5.83582, -8.97173, 19.35011], [5.43465, -9.03356, 20.80273], [3.92042, -9.19804, 20.80273], [3.48008, -9.77876, 19.51347], [4.60050, -9.48626, 18.62465], [6.80302, -9.46079, 19.23413], [6.10116, -7.96462, 19.02852], [5.66352, -8.07643, 21.27136], [5.81925, -9.95166, 21.24688], [3.56636, -8.17325, 20.91475], [3.53413, -9.82748, 21.60440], [4.41017, -8.79486, 17.80377], [4.94119, -10.50194, 18.42362], [3.40721, -10.75996, 8.27292], [2.61632, -10.47991, 9.48628], [3.59262, -10.64182, 10.60179], [4.47064, -11.70658, 10.06584], [4.18190, -11.95121, 8.66047], [4.02288, -9.90886, 7.98193], [2.79059, -10.84350, 7.37799], [1.80358, -11.19056, 9.63639], [2.09569, -9.52250, 9.46589], [3.11558, -10.87990, 11.55250], [4.12991, -9.69459, 10.64845], [3.61616, -12.87296, 8.52476], [5.13385, -12.01241, 8.13309], [0.52017, -6.72701, 18.46574], [-0.78933, -7.40583, 18.57510], [-0.46260, -8.85241, 18.07520], [0.88238, -9.09272, 18.55665], [1.50803, -7.79834, 18.83332], [0.55950, -5.81092, 19.05509], [0.73908, -6.37521, 17.45757], [-1.55113, -6.93577, 17.95318], [-1.23797, -7.42903, 19.56822], [-0.52151, -9.02210, 17.00010], [-1.08283, -9.56243, 18.62226], [2.35037, -7.76744, 18.14222], [1.82185, -7.88826, 19.87329], [-1.52633, -8.66486, 12.56867], [-0.34117, -8.76189, 11.68935], [-0.32001, -10.18833, 11.17046], [-1.58141, -10.72888, 11.72172], [-2.53024, -9.69790, 12.09173], [-1.98446, -7.67713, 12.51765], [-1.30290, -8.72773, 13.63367], [0.56240, -8.54857, 12.26044], [-0.43093, -7.96633, 10.94966], [0.56545, -10.73482, 11.49512], [-0.37461, -10.13383, 10.08320], [-3.11297, -10.01342, 12.95716], [-3.23499, -9.46016, 11.29491]],
  "mulliken_charge": [1.656, 2.048, -0.349, -1.280, -0.486, -0.408, -0.445, -0.445, 1.408, -0.325, -0.381, -0.377, -0.545, -0.396, -0.355, -0.192, 0.333, -0.524, 0.078, -0.205, 0.432, -1.168, 0.732, -0.592, 0.276, 0.400, 0.407, -0.200, 0.377, -0.514, 0.357, -0.315, 0.316, -0.778, -0.562, -0.727, 0.371, -0.397, 0.354, 0.345, 0.305, 0.331, 0.370, 0.328, 0.238, 0.155, -0.871, -0.347, 0.549, -0.439, -0.428, 0.305, 0.378, 0.183, 0.398, -0.588, 0.313, 0.266, 0.323, -0.668, -0.642, -0.616, 0.208, -0.013, 0.410, 0.291, 0.391, 0.296, 0.142, 0.350, -0.046, 0.124, -0.136, -0.522, 0.387, -0.515, -0.477, 0.419, -0.167, 0.178, 0.430, -0.387, 0.320, 0.277, 0.272]
}

---

(5)
{
  "formula": "C3H3PS",
  "method": "ωB97M-V/def2-TZVPD",
  "lumo_energy_ev": [-1.63, -1.60],
  "e_above_lowest_kj_mol": 365.71,
  "fmax_ev_per_a": 3.2,
  "mol_weight_g_mol": 102.10,
  "symbols": ["C", "C", "C", "P", "S", "H", "H", "H"],
  "positions_angstrom": [[0.99781, -0.63683, 0.13976], [-0.23367, -0.74300, -0.07094], [2.28894, -0.36922, 0.39811], [-5.30036, 0.14687, 0.19041], [-1.77660, -0.64153, -0.44369], [-4.57123, -0.90344, 0.70571], [3.04908, -1.16039, 0.62012], [2.74930, 0.59816, 0.58419]],
  "mulliken_charge": [0.344, 0.212, -0.749, 0.020, -0.301, -0.004, 0.221, 0.258]
}

---

(6)
{
  "formula": "C4H12N2O2",
  "method": "ωB97M-V/def2-TZVPD",
  "lumo_energy_ev": 0.86,
  "e_above_lowest_kj_mol": 120.06,
  "smiles": "CN(C)CC(N)=O.O",
  "fmax_ev_per_a": 1.5,
  "mol_weight_g_mol": 120.15,
  "symbols": ["C", "N", "C", "C", "C", "N", "O", "H", "H", "H", "H", "H", "H", "H", "H", "H", "H", "H", "H", "O"],
  "positions_angstrom": [[-1.34201, 0.59119, 0.05275], [-0.39797, 0.35060, -1.02708], [-0.34411, 1.41597, -2.05049], [0.94890, -0.00135, -0.56010], [0.92446, -1.27700, 0.24357], [0.20361, -2.30513, -0.28431], [1.57362, -1.43244, 1.26443], [-1.18316, -0.13723, 0.85076], [-1.33637, 1.59268, 0.48652], [-2.31950, 0.28331, -0.33152], [-1.30190, 1.36293, -2.56117], [0.46613, 1.20018, -2.74244], [-0.07669, 2.36401, -1.56879], [1.43654, 0.79526, 0.00994], [1.55156, -0.16775, -1.45352], [0.06817, -3.14122, 0.26925], [-0.47452, -2.10663, -1.00887], [0.60506, 0.17552, 4.26579], [0.82995, 0.09502, 2.74116], [0.16821, 0.34208, 3.40413]],
  "mulliken_charge": [-0.995, -0.052, -0.983, -0.367, 0.287, -0.382, -0.666, 0.345, 0.311, 0.323, 0.325, 0.308, 0.346, 0.275, 0.420, 0.240, 0.261, 0.300, 0.335, -0.632]
}

---

(7)
{
  "formula": "C5H7NO",
  "method": "ωB97M-V/def2-TZVPD",
  "lumo_energy_ev": 0.93,
  "e_above_lowest_kj_mol": 329.45,
  "fmax_ev_per_a": 1.7,
  "mol_weight_g_mol": 97.12,
  "symbols": ["N", "C", "O", "C", "C", "C", "C", "H", "H", "H", "H", "H", "H", "H"],
  "positions_angstrom": [[-1.00349, -2.37805, 0.34899], [-0.22282, -1.40264, 0.56288], [-0.60898, -0.30654, 1.33903], [-0.76068, 0.25780, -0.00257], [0.06079, 1.54157, -0.08882], [1.32423, 0.63988, -0.22483], [0.45008, -0.61167, -0.49845], [-1.78128, -2.27910, 1.00822], [-1.70662, -0.20108, -0.37872], [0.01983, 2.19184, 0.78860], [-0.14764, 2.13673, -0.98076], [1.92388, 0.57901, 0.68299], [1.95927, 0.90347, -1.07324], [0.49343, -1.07121, -1.48333]],
  "mulliken_charge": [-0.767, 0.488, -0.446, -0.074, -0.649, -0.639, -0.130, 0.270, 0.457, 0.287, 0.271, 0.247, 0.304, 0.380]
}

---

(8)
{
  "formula": "C33H37ClIMnN3O2S",
  "method": "ωB97M-V/def2-TZVPD",
  "spin_multiplicity": 6,
  "lumo_energy_ev": [-0.66, -0.82],
  "e_above_lowest_kj_mol": 69.06,
  "fmax_ev_per_a": 3.2,
  "mol_weight_g_mol": 757.04,
  "symbols": ["Mn", "C", "C", "C", "C", "C", "C", "C", "C", "C", "C", "C", "C", "H", "H", "H", "H", "H", "H", "H", "H", "H", "H", "H", "H", "H", "H", "H", "H", "H", "H", "Cl", "C", "C", "C", "I", "C", "O", "C", "N", "C", "C", "C", "C", "H", "H", "H", "H", "C", "C", "N", "C", "C", "C", "S", "N", "C", "O", "C", "C", "C", "C", "C", "C", "H", "H", "H", "H", "H", "H", "H", "H", "H", "H", "H", "H", "H", "H", "H"],
  "positions_angstrom": [[0.39087, 1.22677, -1.55353], [-0.09083, 3.39892, 5.10232], [-0.88039, 2.34665, 4.44583], [-1.57968, 2.67753, 3.26547], [-1.38434, 3.94309, 2.54620], [-2.49750, 1.73965, 2.70805], [-3.54217, 2.15902, 1.74065], [-2.47825, 0.36149, 3.18189], [-3.16914, -0.74221, 2.36693], [-1.73681, 0.03875, 4.33266], [-1.82980, -1.36830, 4.86074], [-0.89436, 1.01755, 4.90777], [0.24144, 0.59186, 5.82517], [-0.07517, 3.09874, 6.15555], [-0.58547, 4.42511, 5.06123], [0.95665, 3.37635, 4.89438], [-1.92001, 4.80824, 3.05177], [-1.70429, 3.88136, 1.47950], [-0.33708, 4.23510, 2.70163], [-3.20897, 2.22966, 0.70673], [-3.91838, 3.11350, 2.09280], [-4.32554, 1.38454, 1.80231], [-4.02799, -1.20658, 2.91378], [-2.43888, -1.59412, 2.20978], [-3.45275, -0.39728, 1.34858], [-1.20514, -2.07219, 4.29642], [-2.83572, -1.80155, 4.75068], [-1.41271, -1.41939, 5.90746], [-0.05545, 0.29539, 6.82622], [1.03656, 1.30764, 5.93054], [0.77687, -0.20278, 5.30977], [-1.40085, 4.60969, -6.98887], [-1.27490, 3.93083, -5.43366], [-2.30636, 4.14207, -4.51717], [-2.20106, 3.87200, -3.17764], [-3.87703, 4.07341, -1.99420], [-1.04757, 3.24418, -2.67200], [-0.87093, 2.72945, -1.48563], [0.00428, 2.96263, -3.63372], [1.04305, 2.13129, -3.20671], [1.94202, 1.57001, -4.09717], [1.85161, 1.86881, -5.48422], [0.91219, 2.76467, -5.94640], [-0.13807, 3.16354, -5.03065], [-3.29291, 4.43612, -4.92435], [2.79776, 0.95395, -3.76991], [2.56908, 1.39285, -6.10955], [0.91997, 3.21530, -6.94597], [2.39488, -4.17940, 1.65201], [2.98313, -3.62601, 0.31044], [2.94824, -2.14507, 0.29829], [4.05038, -1.48072, 1.00044], [5.14958, -0.92161, 0.12156], [2.13375, -1.40426, -0.54229], [1.94904, 0.27387, -0.11135], [1.43457, -2.08046, -1.42599], [0.40110, -1.81447, -2.22999], [-0.26532, -0.71057, -2.32667], [-0.08816, -3.02271, -2.97150], [-1.42474, -3.02901, -3.42706], [-2.00951, -4.17736, -3.99578], [-1.21730, -5.27690, -4.25399], [0.17635, -5.22126, -4.05199], [0.73752, -4.11994, -3.33560], [2.31313, -5.27108, 1.81434], [1.39595, -3.73972, 1.76456], [2.91650, -3.86719, 2.54634], [2.47481, -4.03762, -0.55029], [4.06870, -3.89996, 0.31699], [4.51857, -2.21940, 1.64772], [3.58690, -0.74467, 1.70132], [5.15900, -1.47933, -0.84001], [6.07975, -1.11592, 0.60820], [4.94333, 0.14886, 0.00901], [-2.05790, -2.14086, -3.29930], [-3.05090, -4.08050, -4.25433], [-1.63502, -6.27585, -4.49444], [0.70257, -6.12589, -4.36429], [1.78522, -4.12832, -3.06777]],
  "lowdin_spin": [4.611, 0.000, 0.000, 0.000, 0.000, 0.000, 0.000, 0.000, 0.000, 0.000, 0.000, 0.000, 0.000, 0.000, 0.000, 0.000, 0.000, 0.000, 0.000, 0.000, 0.000, 0.000, 0.000, 0.000, 0.000, 0.000, 0.000, 0.000, 0.000, 0.000, 0.000, 0.003, 0.012, -0.005, 0.010, 0.002, 0.006, 0.076, 0.015, 0.038, 0.034, 0.000, 0.022, 0.000, 0.000, 0.002, 0.000, 0.001, 0.000, 0.001, 0.010, 0.002, 0.001, 0.018, 0.061, 0.005, 0.009, 0.058, 0.002, 0.001, 0.000, 0.001, 0.000, 0.001, 0.000, 0.000, 0.000, 0.000, 0.000, 0.000, 0.001, 0.000, 0.000, 0.001, 0.000, 0.000, 0.000, 0.000, 0.000]
}